Record 1
ORCA calculation (ωB97M-V with the def2-TZVPD basis set) on a single C18H26N4 molecule at a distorted geometry.

Its total charge is 0. The total energy is -25045.612 eV. Its SMILES is Cc1cccnc1CN(CCCCN)[C@@H](C)c1ccccn1.

Geometry as XYZ:
```
48
Properties=species:S:1:pos:R:3:forces:R:3
N 0.3419 3.1899 1.8045 0.73 -2.70 0.12
N 2.4779 -1.9214 -1.2333 -0.66 -0.68 1.12
C 2.4477 -3.2366 -1.5776 -0.88 1.01 2.07
C -0.0976 4.3351 1.3510 0.59 -0.05 -0.49
C -0.4557 2.1026 2.1141 -0.86 1.20 -1.05
C 1.9599 -1.5755 -0.0146 1.50 0.96 -1.06
C 1.9976 -4.2210 -0.7015 -0.67 -0.21 0.21
C -1.4555 4.5122 1.3154 0.11 -0.31 -0.19
C 1.4623 -2.5180 0.9026 0.75 -0.64 -0.79
C 1.5255 -3.8776 0.5756 -0.39 0.58 -0.30
C -2.2813 3.4862 1.7613 -2.14 0.44 0.24
C -1.8890 2.1744 2.1590 1.39 2.27 -0.02
N -1.4637 -2.3672 -3.6087 1.28 -1.55 0.20
N 0.5164 0.2457 0.6902 0.51 0.86 0.69
C -2.9011 1.1426 2.7052 0.30 0.91 -0.38
C 0.2492 0.7839 2.0839 0.60 -1.22 -0.22
C -1.1429 -1.0123 -3.9527 0.08 -0.38 1.04
C -0.5914 0.5267 -0.3897 2.77 -1.07 1.56
C -1.2793 -0.0336 -2.7965 -1.04 0.34 0.57
C -0.2776 -0.3161 -1.6853 -1.10 1.27 1.14
C 3.1276 0.2613 1.4111 -1.75 -0.02 0.53
C 1.9890 -0.0119 0.3309 -1.11 -1.08 0.25
H 2.6931 -3.4897 -2.5715 0.54 -0.13 -0.99
H 0.6412 5.0704 0.8764 -1.02 -1.00 1.17
H 1.8403 -5.2436 -1.0378 0.45 0.12 -0.04
H -1.7757 5.4276 0.8734 -0.94 0.43 0.03
H 1.0746 -2.2332 1.8556 -0.24 0.41 0.36
H 1.0908 -4.6361 1.2612 0.53 0.57 -0.58
H -3.3553 3.8282 1.7810 0.90 -0.98 0.02
H -0.7956 -2.7597 -2.9524 -0.04 -0.04 -0.10
H -2.3587 -2.4421 -3.1698 -0.57 0.13 0.15
H -2.5125 0.7284 3.6511 -0.14 -0.09 -0.53
H -3.1079 0.3217 1.9590 0.01 0.87 0.92
H -3.8118 1.7479 2.9814 0.66 -0.98 -0.54
H -0.3003 -0.0223 2.6416 0.13 0.83 -0.28
H 1.2072 0.9370 2.6105 -0.44 -0.23 -0.39
H -0.1630 -0.9295 -4.4625 -0.36 -0.15 0.46
H -1.8835 -0.8240 -4.6579 -1.11 1.13 -1.61
H -0.5249 1.5794 -0.6199 -0.48 0.53 -0.14
H -1.5149 0.2723 0.2092 0.64 0.20 -1.34
H -2.3425 -0.0009 -2.3131 1.57 -0.35 -1.12
H -1.1475 0.9223 -3.2836 0.18 0.77 0.38
H 0.7536 -0.1542 -2.0333 -0.36 -0.12 0.28
H -0.4341 -1.3301 -1.3697 0.38 -0.76 -0.03
H 2.8280 -0.2687 2.3562 0.79 0.15 -0.85
H 3.2412 1.3314 1.7108 -0.28 -0.67 -0.59
H 4.0802 -0.0881 0.9877 -0.40 -0.10 0.28
H 2.3182 0.5862 -0.5289 -0.39 -0.46 -0.21
```
Forces are in eV/Å.

Löwdin atomic charge list, values in e, 2 entries:
1 N 0.100
2 N 0.098

Record 2
ORCA calculation (ωB97M-V with the def2-TZVPD basis set) on C18H27AlCl3O6PS4 as an isolated structure at a distorted geometry.

Its total charge is 0. The total energy is -128190.139 eV.

Geometry as XYZ:
```
60
Properties=species:S:1:pos:R:3:forces:R:3
Al -0.5451 -1.0094 1.5344 -0.11 0.67 0.82
C -0.6968 -2.8720 -2.3050 0.09 0.04 0.06
C 0.4885 -1.9670 -2.4031 0.16 -0.12 0.16
C 0.6021 -1.0592 -3.4401 0.20 0.03 0.11
C 1.6920 -0.2071 -3.5065 0.06 -0.06 0.20
Cl 1.8290 0.9176 -4.8115 -0.02 0.20 -0.23
C 2.6669 -0.2361 -2.5291 -0.14 -0.01 -0.08
C 2.5553 -1.1338 -1.4803 0.04 -0.21 0.18
C 1.4808 -2.0091 -1.4099 0.02 0.04 -0.32
O 1.2942 -2.9148 -0.3949 -0.14 -0.05 -0.53
C 2.2984 -3.0041 0.5870 0.22 0.06 0.33
C 2.3346 -1.7485 1.4680 -0.90 -0.18 -0.33
O 3.3214 -1.3363 2.0090 0.42 0.01 0.10
O 1.1505 -1.1865 1.5525 1.20 -0.02 0.08
H -1.5929 -2.3813 -2.6762 -0.10 0.03 -0.06
H -0.8293 -3.1369 -1.2632 -0.18 -0.13 0.00
H -0.5369 -3.7839 -2.8811 -0.05 -0.11 0.05
H -0.1753 -1.0039 -4.1873 -0.04 0.00 -0.10
H 3.5049 0.4415 -2.5711 0.07 0.07 -0.04
H 3.3094 -1.1206 -0.7105 0.14 -0.03 0.06
H 3.2823 -3.1995 0.1515 -0.06 0.07 0.05
H 2.0198 -3.8466 1.2289 0.04 0.08 -0.09
C -3.0999 3.2658 -1.0353 0.35 -0.12 0.09
C -1.7547 3.6458 -0.4368 -0.16 0.20 -0.30
C -1.7041 5.1136 -0.0483 0.15 -0.36 -0.03
O -1.5790 2.8535 0.7635 -0.21 0.18 0.00
P -0.4509 1.7770 0.9484 -0.25 0.15 0.05
S -0.8492 1.0157 2.7683 0.26 -0.39 -0.65
S -0.4662 0.3433 -0.4928 0.10 0.25 0.71
O 0.8414 2.6820 0.8359 -0.54 -0.04 0.08
C 2.2149 2.2532 0.7284 0.70 -0.12 -0.07
C 2.9195 3.3434 -0.0664 -0.28 -0.28 0.08
C 2.8063 2.0613 2.1130 -0.31 -0.06 -0.16
H -3.3040 3.8795 -1.9090 -0.03 0.03 -0.10
H -3.8796 3.4323 -0.2952 -0.09 0.02 0.03
H -3.1052 2.2147 -1.3207 -0.04 -0.02 -0.03
H -0.9385 3.4154 -1.1324 -0.09 -0.01 0.05
H -2.5273 5.3449 0.6222 -0.10 0.05 0.08
H -1.7914 5.7232 -0.9455 0.00 0.09 -0.02
H -0.7676 5.3403 0.4538 0.09 0.07 0.01
H 2.2448 1.3067 0.1713 -0.13 0.13 0.07
H 2.8895 4.2831 0.4817 0.01 0.07 0.04
H 2.4269 3.4788 -1.0267 0.02 0.04 -0.11
H 3.9556 3.0664 -0.2372 0.13 -0.03 -0.01
H 2.7685 2.9944 2.6708 0.01 0.12 0.04
H 3.8392 1.7373 2.0252 0.10 -0.07 0.01
H 2.2545 1.2993 2.6590 0.06 -0.08 0.05
Cl -2.9676 -1.1549 0.7419 -0.52 -0.24 -0.54
C -4.2180 -0.6619 1.8913 -0.15 0.22 0.41
Cl -4.5509 1.0627 1.7275 -0.10 -0.10 0.07
H -3.8439 -0.8615 2.8957 -0.07 -0.04 -0.17
H -5.1193 -1.2251 1.6502 0.22 0.08 0.10
C -1.8165 -4.7769 0.3857 -0.08 -0.43 -0.29
O -1.3778 -3.6414 1.1261 0.03 0.01 0.04
C -1.0021 -3.8684 2.4058 -0.27 -0.41 0.06
S -0.7107 -5.3549 3.0084 0.11 -0.09 0.11
S -0.9847 -2.4166 3.3180 0.03 0.56 -0.09
H -2.3332 -4.3970 -0.4907 0.05 0.09 -0.01
H -2.5022 -5.3765 0.9891 0.12 0.10 -0.05
H -0.9681 -5.3983 0.0941 -0.06 0.05 0.00
```
Forces are in eV/Å.

Löwdin atomic charge list, values in e, 2 entries:
1 Al -0.541
2 C -0.022

Orbital gap list, top to bottom, in eV: 8.496; 8.608
E_LUMO list, top to bottom, in eV: 0.71; 0.12
ΔE to the lowest compared entry with this formula, charge and spin list, top to bottom, in eV: 3.301; 0.760